3 unconnected molecules or ions with the total composition C30H57IN4O8P3. Source: the OMol25 dataset; level of theory: ωB97M-V/def2-TZVPD.

The frontier orbital gap (alpha / beta) is 0.184 / 0.209 hartree. The expectation value of S² is 2.01. Its molar mass is 821.63 g mol⁻¹.

Geometry as ORCA input:
```
! RIJCOSX wB97M-V def2-TZVPD def2/J DEFGRID3
* xyz 1 3
C 6.16785 3.80402 -2.50857
C 5.22886 3.68609 -3.83943
C 4.29204 4.97348 -4.06331
C 2.76933 4.59011 -4.50999
C 1.93444 4.41059 -3.15527
C 0.35523 4.24382 -3.36089
C -0.60693 5.29439 -3.95311
P 0.21398 6.95417 -4.47136
P -0.76547 8.43766 -3.21102
O -1.52077 7.65387 -2.10576
O 0.36529 9.47764 -2.50547
O -1.96945 9.27093 -4.10063
N -2.00557 5.21504 -4.17640
N -2.68660 4.13118 -3.82498
C -1.95566 3.09267 -3.22903
C -2.86382 1.82103 -2.77637
C -2.48619 0.49957 -3.61504
O -3.44775 0.36966 -4.72538
C -2.70296 0.04721 -5.91498
O -2.42273 -1.13686 -6.22146
C -0.44122 2.93446 -2.92292
P 0.39042 1.44408 -2.10657
O 1.66334 0.84678 -3.09157
I 1.30865 2.37644 0.01578
H 6.00774 2.89627 -1.81470
H 7.28681 3.78501 -2.78808
H 5.97350 4.77885 -1.94620
H 5.92457 3.58178 -4.75164
H 4.62302 2.70548 -3.76002
H 4.79157 5.59737 -4.89797
H 4.31739 5.63464 -3.12414
H 2.42735 5.44557 -5.18101
H 2.84344 3.65389 -5.15582
H 2.29085 3.41905 -2.67834
H 2.15313 5.22101 -2.36107
H -0.17382 7.25216 -5.82803
H 0.17674 9.43753 -1.53346
H -2.85338 8.88710 -3.90939
H -2.52731 6.01163 -4.58986
H -3.97450 2.03107 -2.98353
H -2.75016 1.67520 -1.63719
H -2.66298 -0.40947 -2.93816
H -1.43797 0.52068 -4.07421
H -2.35326 0.87156 -6.64434
H 1.43265 -0.09943 -3.24835
C -5.81793 -0.53832 2.16787
C -5.07667 -1.13162 0.93992
C -5.24307 -2.67064 0.88116
C -4.33856 -3.43769 1.83499
C -2.88826 -3.01070 1.64591
C -2.69751 -1.49020 1.80652
N -3.64856 -0.69044 0.96128
O -3.19114 -0.73918 -0.32138
C -2.85118 -1.13123 3.30575
C -1.21607 -1.14483 1.50748
C -5.89186 -0.55917 -0.25403
H -5.25877 -0.56028 3.09723
H -6.07198 0.51266 1.99953
H -6.75306 -1.07395 2.35710
H -5.02665 -3.02110 -0.13545
H -6.28355 -2.94719 1.07830
H -4.66372 -3.28674 2.86889
H -4.42938 -4.51015 1.63901
H -2.25990 -3.54703 2.36402
H -2.55170 -3.32974 0.65073
H -2.87153 -0.04826 3.45158
H -2.01043 -1.52171 3.88580
H -3.73661 -1.56600 3.76784
H -0.90023 -1.46395 0.51001
H -0.54682 -1.64766 2.21201
H -1.03864 -0.06807 1.59834
H -5.77717 0.52660 -0.33114
H -6.95835 -0.76840 -0.12677
H -5.59945 -1.00128 -1.21041
C 4.40942 -3.36032 5.15371
C 2.89256 -3.60081 4.92856
C 2.41584 -4.87344 5.67142
C 2.75688 -6.17751 4.96652
C 2.27030 -6.14014 3.52339
C 2.82568 -4.93058 2.74645
N 2.60677 -3.62849 3.46140
O 1.29789 -3.29311 3.29910
C 4.33270 -5.16893 2.47689
C 2.20466 -4.93057 1.32376
C 2.24713 -2.39637 5.67015
H 5.06593 -3.90684 4.48492
H 4.66091 -2.30403 5.01825
H 4.70329 -3.63811 6.17047
H 1.32628 -4.83690 5.79254
H 2.82930 -4.89833 6.68457
H 3.83394 -6.36448 5.01615
H 2.27727 -7.01009 5.48964
H 2.55620 -7.07177 3.02473
H 1.17263 -6.11855 3.51976
H 4.80437 -4.27571 2.05976
H 4.47430 -5.97837 1.75541
H 4.88784 -5.48089 3.36058
H 1.11154 -4.90285 1.33958
H 2.47777 -5.83977 0.78023
H 2.56366 -4.07795 0.73875
H 2.47738 -1.45057 5.17036
H 2.62658 -2.32753 6.69435
H 1.16012 -2.48562 5.74574
*
```

Results of the Löwdin charge analysis, in e, for atoms 1 through 8: -0.121 -0.243 -0.210 -0.204 -0.198 -0.086 -0.301 0.880

=====

3 unconnected molecules or ions with the total composition C7H12Cl4O3. Source: the OMol25 dataset; level of theory: ωB97M-V/def2-TZVPD.

Its SMILES is O=C1OCCO1.ClCCCl.ClCCCl. The frontier orbital gap is 0.417 hartree. Its molar mass is 285.98 g mol⁻¹.

Geometry as ORCA input:
```
! RIJCOSX wB97M-V def2-TZVPD def2/J DEFGRID3
* xyz 0 1
C -10.54523 16.41855 -2.38966
C -9.63208 15.70689 -3.34290
O -10.40764 15.37720 -4.45110
C -11.40432 16.20881 -4.47325
O -12.03713 16.60973 -5.40969
O -11.55781 16.81468 -3.19615
H -9.92778 17.21254 -1.96961
H -10.97616 15.70360 -1.68877
H -9.66554 14.69092 -2.94948
H -8.67068 16.17257 -3.55957
Cl -8.80080 19.40505 -0.46369
C -9.05885 21.18455 -0.20422
C -7.89535 21.82843 0.67078
Cl -8.32966 23.58430 0.98371
H -9.94590 21.29721 0.41912
H -9.06004 21.67181 -1.17925
H -6.86277 21.71333 0.34117
H -7.96287 21.37129 1.65798
Cl -5.24756 21.56772 7.35389
C -6.65782 22.48492 7.02194
C -7.68281 21.73981 6.13661
Cl -7.59837 22.21012 4.38742
H -6.37819 23.51226 6.78851
H -7.09509 22.48828 8.02038
H -8.67712 22.02041 6.48400
H -7.61847 20.65177 6.12484
*
```

Results of the Löwdin charge analysis, in e, for atoms 1 through 8: -0.198 -0.132 0.096 -0.528 0.163 0.047 0.090 0.137

=====

2 unconnected molecules or ions with the total composition C5H9IN. Source: the OMol25 dataset; level of theory: ωB97M-V/def2-TZVPD.

The frontier orbital gap is 0.277 hartree. As for the energy relative to the best compared isomer or geometry (same formula, charge and spin): 87.2 kcal/mol. Its molar mass is 210.04 g mol⁻¹.

Geometry as ORCA input:
```
! RIJCOSX wB97M-V def2-TZVPD def2/J DEFGRID3
* xyz 1 1
C 2.68283 0.09647 -0.66236
C 0.45548 0.07101 -1.67069
C -1.22107 0.42750 0.92786
C -0.54663 -0.63618 1.66792
C -2.28390 0.23119 0.22826
N 1.60797 -0.04292 -1.26661
I -0.22374 2.24231 1.03234
H 3.18469 1.00359 -1.10339
H 0.10183 -0.15409 -2.76016
H -0.50051 0.08021 -0.99519
H 0.19687 -0.21696 2.35973
H -0.05092 -1.42229 0.99235
H -1.35689 -1.24877 2.20942
H -2.77630 1.10427 -0.34727
H -2.55216 -0.65608 -0.17946
H 3.28245 -0.87925 -0.43275
*
```

Results of the Löwdin charge analysis, in e, for atoms 1 through 8: 0.132 0.091 -0.951 -0.186 -0.087 -0.002 0.977 0.156

=====

The highest molar mass belongs to which entry?
C30H57IN4O8P3

=====

molar mass of number 1 (C30H57IN4O8P3)?
821.63 g mol⁻¹

=====

Which formula does entry 1 have?
C30H57IN4O8P3